A:
24
Properties=species:S:1:pos:R:3:nbo_charge:R:1 method="wB97M-V/def2-TZVPD" homo_ev="1.4 / -5.1" s2=0.750 total_charge=-1 multiplicity=2 homo_lumo_gap_ev="2.48 / 8.98" e_lumo_ev="3.89 / 3.87"
C -0.8555 0.6776 0.7644 -0.268
C -1.8692 -0.4205 2.8571 -0.554
C 2.1319 -0.9653 -0.1576 -1.035
C 0.0836 0.1900 -2.9101 -0.497
H -0.7670 -0.2823 -3.1229 0.176
H -2.5853 -1.3004 3.0992 0.179
H -0.4707 -1.2077 1.6413 0.344
H 0.4794 1.0037 -3.6175 0.197
N -0.3368 1.1257 -1.7253 -0.647
H -2.5158 0.4981 2.9708 0.181
H 1.8871 -1.2669 0.9366 0.154
H 1.7499 1.1801 -1.1622 0.220
H 1.8046 0.9971 0.5607 0.197
C -0.0349 0.3260 -0.5066 -0.110
H 1.6863 -1.6654 -0.9968 0.164
H -1.7716 1.3080 0.7293 0.184
H 0.8424 -0.6187 -2.6878 0.208
H -0.9549 -0.3690 3.4584 0.168
C 1.4985 0.4317 -0.3726 -0.491
H -0.2073 -0.7247 -0.7702 0.175
H 3.1714 -0.9644 -0.3023 0.203
H -1.3665 1.3462 -1.7418 0.347
H -0.3488 1.3577 1.4818 0.171
N -1.2508 -0.6566 1.5742 -0.667

---

B:
24
Properties=species:S:1:pos:R:3:nbo_charge:R:1 method="wB97M-V/def2-TZVPD" homo_ev="1.4 / -4.8" s2=0.750 total_charge=-1 multiplicity=2 homo_lumo_gap_ev="2.65 / 8.72" e_lumo_ev="4.03 / 3.88"
C 0.6557 1.4837 -0.4035 -0.251
C -0.2966 1.6507 -1.5916 -0.823
H 2.0413 -0.1680 -0.7419 0.207
H 1.1056 -2.2274 0.1567 0.147
H 0.7818 2.3912 0.1899 0.182
H 2.8366 1.3016 -0.2195 0.191
N -0.3727 -0.7171 0.0348 -0.720
C 0.1314 -1.9495 0.5813 -0.097
H -1.3272 0.8687 2.3181 0.203
C -1.2009 1.2249 1.3010 -0.961
C 0.0309 0.5445 0.6620 -0.063
H 0.2717 -1.8766 1.6678 0.143
H -0.6046 -3.4854 -0.5638 0.336
H -0.0688 0.8762 -2.3197 0.205
N -0.7460 -3.1034 0.3696 -0.894
H 0.7861 0.2673 1.4003 0.174
H 2.2426 1.1227 -1.8632 0.199
H -0.1304 2.6523 -2.0006 0.198
H -1.3592 1.5585 -1.3522 0.202
C 2.0073 0.9217 -0.8200 -0.627
H -1.1770 2.3043 1.2913 0.194
H -2.1047 0.9330 0.7555 0.176
H -1.3262 -0.7363 -0.2854 0.354
H -1.7226 -2.8222 0.3563 0.325

---

We find B to be the most stable, with the next structure 65.9 kcal/mol higher.

---

A:
6
Properties=species:S:1:pos:R:3:nbo_charge:R:1 method="wB97M-V/def2-TZVPD" homo_ev=-1.0 total_charge=-1 homo_lumo_gap_ev=6.92 e_lumo_ev=5.87
O 1.4503 0.2697 0.0726 -0.770
N 0.5218 -0.5924 0.1814 -0.126
N -0.7923 0.0627 0.3456 -0.738
H -0.9511 0.6763 -0.6555 0.230
H -0.5391 0.8229 0.9547 0.323
H 0.3104 -1.2392 -0.8988 0.081

---

B:
6
Properties=species:S:1:pos:R:3:nbo_charge:R:1 method="wB97M-V/def2-TZVPD" homo_ev="-1.9 / -1.9" total_charge=-1 homo_lumo_gap_ev="6.66 / 6.66" e_lumo_ev="4.72 / 4.72"
N -0.0520 1.3359 0.0500 -0.208
H -2.1247 0.3806 0.8181 0.395
H 0.8652 0.0661 -1.2263 0.283
N 0.7744 0.4824 -0.2639 -0.460
H 1.2966 -0.1083 0.4464 0.257
O -2.1621 0.0574 -0.0907 -1.267

---

We find B to be the most stable, with the next structure 2.4 kcal/mol higher.

---

A:
18
Properties=species:S:1:pos:R:3:nbo_charge:R:1 method="wB97M-V/def2-TZVPD" homo_ev="-13.8 / -12.6" total_charge=+1 homo_lumo_gap_ev="8.60 / 6.21" e_lumo_ev="-5.15 / -6.39"
C -1.7465 -0.9328 1.2288 -0.819
C 0.5060 0.2938 -0.2294 -0.282
O -1.6880 1.6516 0.4292 -0.891
C -2.1421 -0.1293 -1.5528 -0.821
H 2.9739 0.0949 -0.0558 -0.047
H 3.1949 1.6716 1.0700 0.263
H -1.6278 -1.8891 0.7333 0.265
H 2.9372 -0.6988 -0.0764 0.184
S -1.3159 0.3558 0.0175 1.753
H -1.9127 -1.2409 -1.7590 0.273
C 1.1501 1.3915 0.1460 -0.405
H -1.6560 0.2434 -2.4621 0.291
C 2.5553 1.6023 0.1332 -0.200
H 2.9509 2.3699 -0.7203 0.269
H -2.8706 -0.8484 1.3351 0.282
H 0.6238 2.2511 0.4974 0.329
H -3.1501 0.1429 -1.4068 0.267
H -1.0736 -0.8259 2.1086 0.289

---

B:
18
Properties=species:S:1:pos:R:3:nbo_charge:R:1 method="wB97M-V/def2-TZVPD" homo_ev=-13.8 total_charge=+1 homo_lumo_gap_ev=9.65 e_lumo_ev=-4.19
H 1.5765 2.4980 -2.1689 0.255
C 0.1326 -2.0940 0.0662 -0.828
H 1.9207 0.0287 -0.4119 0.136
C -0.2384 1.4340 -1.2333 -0.119
S -0.0155 -0.3962 0.6586 1.201
H -0.9573 -0.3042 2.9004 0.291
H -0.4635 -2.6740 0.7440 0.256
C 1.2185 1.6947 -1.4980 -0.229
H 1.2815 -2.4509 0.1691 0.294
O -0.7690 0.2914 -0.6654 -0.610
H -1.6972 0.6498 1.6002 0.279
H -0.6749 1.5094 -2.2086 0.236
H -2.0239 -1.1298 1.7654 0.270
C 2.1611 0.9595 -1.0621 -0.351
C -1.2894 -0.2963 1.8555 -0.823
H -0.2286 -2.3440 -1.0233 0.318
H 3.1926 1.1470 -1.0779 0.228
H -0.6909 2.2954 -0.6860 0.198

---

We find B to be the most stable, with the next structure 114.2 kcal/mol higher.

---

A:
12
Properties=species:S:1:pos:R:3:nbo_charge:R:1 method="wB97M-V/def2-TZVPD" homo_ev=-9.2 homo_lumo_gap_ev=9.78 e_lumo_ev=0.54
C -1.2477 0.9758 0.1039 -0.608
H -2.0493 1.2824 0.9569 0.223
C 0.2561 -1.3187 0.1332 -0.471
C 1.0713 -0.2247 -0.4329 -0.342
H 0.5191 0.4098 1.4876 0.219
H 0.8089 0.0598 -1.9078 0.204
H 0.5990 -1.9851 0.9548 0.236
C -0.0313 0.1052 0.4660 -0.282
H -1.8401 0.4477 -0.6482 0.212
H -0.2939 -1.7410 -0.7307 0.231
I 3.0678 0.1213 -0.0404 0.160
H -0.8598 1.8675 -0.3423 0.218

---

B:
12
Properties=species:S:1:pos:R:3:nbo_charge:R:1 method="wB97M-V/def2-TZVPD" smiles=CC1(I)CC1 homo_ev=-9.3 homo_lumo_gap_ev=9.83 e_lumo_ev=0.55
H -0.1028 1.9140 1.0319 0.214
C 0.2554 -1.0596 -0.8119 -0.438
H -0.2838 2.1305 -0.7835 0.225
C -0.4600 0.0995 -0.0283 -0.130
H 1.2942 -0.7731 1.1153 0.214
H 1.1310 1.4917 -0.2188 0.219
H 1.3368 -1.0184 -1.0398 0.220
H -0.5464 -1.5642 1.4687 0.243
H -0.2639 -1.6964 -1.4565 0.223
C 0.0807 1.4731 -0.0189 -0.641
C 0.1566 -1.0187 0.7279 -0.448
I -2.5979 0.0216 0.0139 0.098

---

We find B to be the most stable, with the next structure 33.1 kcal/mol higher.

---

A:
70
Properties=species:S:1:pos:R:3:nbo_charge:R:1 method="wB97M-V/def2-TZVPD" homo_ev="-17.5 / -17.1" s2=6.237 total_charge=+4 multiplicity=5 homo_lumo_gap_ev="2.63 / 2.38" e_lumo_ev="-14.89 / -14.68"
H 2.6658 -2.2430 -2.2677 0.228
Os -1.3244 1.4298 -2.5769 0.628
H 0.9752 -3.1759 -6.0524 0.271
H 1.8734 -3.6273 -3.1486 0.275
C 1.8952 -2.5381 -3.0005 -0.942
C -0.6633 3.1917 -1.7904 -0.278
C 1.1366 -2.9088 3.7814 0.073
H -2.9480 2.2097 -4.7683 0.315
C 2.3462 -2.5661 3.1665 -0.250
H 0.9610 3.0491 -3.1179 0.279
C -3.7961 2.3836 2.6831 -0.943
C -4.8958 -0.0038 1.3491 -0.947
C -0.0235 -2.9785 2.9985 -0.261
N 1.2720 -2.5872 1.0290 -0.402
H -2.4646 3.1167 -0.6046 0.255
P -3.3359 0.7640 1.9522 1.294
H -3.6564 -1.1962 3.3992 0.304
C -2.0364 3.0369 -1.6071 -0.258
H -0.0371 3.4367 -0.9338 0.232
H -4.3839 2.2372 3.5996 0.314
H -3.0866 0.2825 4.2954 0.292
C 0.6616 -2.3356 -5.4092 -0.932
H 3.2752 -2.4613 3.7310 0.253
C 1.0579 -3.1973 5.2549 -0.658
H -5.7585 0.2094 1.9959 0.316
H 2.0425 -3.1092 5.7230 0.245
C -2.8578 2.7045 -2.7062 -0.254
C -0.9065 2.6229 -4.1359 -0.209
H 3.8881 3.3161 0.9881 0.337
H 3.8272 -1.6813 -6.2297 0.275
H -0.0632 -2.6579 -4.6431 0.237
C 0.6576 2.7536 2.1411 -0.966
C 2.3466 -2.3516 1.7771 0.002
H 0.2005 -1.5215 -5.9933 0.248
H -0.9999 -3.2031 3.4336 0.243
H -0.0346 3.1668 1.3909 0.279
C -1.5731 -0.2411 -1.8838 0.355
P 2.1401 -1.6242 -4.5669 0.992
H 1.0533 3.5775 2.7547 0.339
H 0.9292 -2.2101 -2.5983 0.215
H -5.0640 0.3682 0.3253 0.267
H -0.7970 -2.8161 0.9702 0.211
H 3.2398 -1.9724 1.2699 0.197
C -2.9997 -0.3114 3.3736 -0.979
C 1.2148 0.6171 0.3195 0.470
H 4.3185 -2.6678 -4.8502 0.267
H 2.3242 0.3369 3.1806 0.306
C 3.0732 2.9221 0.3565 -0.974
H -2.8293 2.8722 2.9022 0.247
C 3.4689 -2.4263 -5.4987 -0.956
H 0.3730 -2.5036 5.7620 0.238
C -0.1049 2.9924 -3.0405 -0.255
P 2.0160 1.8658 1.3577 1.462
H -1.9488 -0.6232 3.2075 0.256
H 0.6836 -4.2141 5.4396 0.272
C -2.2807 2.4979 -3.9635 -0.256
H 0.0847 2.0852 2.8001 0.287
C 0.0913 -2.7899 1.6100 0.030
H 3.1247 -3.3034 -6.0440 0.272
H -4.3295 2.9746 1.9203 0.282
H -0.4641 2.3431 -5.0469 0.292
H 2.5168 3.7707 -0.0730 0.301
C 2.9941 0.8908 2.5013 -0.974
H 3.5280 2.3514 -0.4690 0.313
H 3.6656 1.5515 3.0865 0.331
O 0.7088 -0.3085 -0.1607 -0.201
H -3.9131 2.5541 -2.5506 0.296
O -1.9421 -1.2072 -1.3216 -0.383
H 3.6059 0.1726 1.9283 0.308
H -4.7184 -1.0925 1.2981 0.278

---

B:
70
Properties=species:S:1:pos:R:3:lowdin_charge:R:1 method="wB97M-V/def2-TZVPD" homo_ev="-17.6 / -20.3" s2=6.032 total_charge=+4 multiplicity=5 homo_lumo_gap_ev="5.68 / 5.03" e_lumo_ev="-11.96 / -15.32"
H -2.8219 -0.8013 2.7395 0.057
C 1.0028 3.3386 -2.5441 -0.225
H 3.8051 0.1201 1.5575 0.066
H 2.4837 -3.5491 -0.5229 0.083
H -1.5470 4.4461 -2.0370 0.080
H 1.1240 4.3966 -2.2814 0.077
H 2.0766 -0.6481 3.8300 0.128
C 1.6797 3.1300 4.2975 0.125
C -2.6162 -1.8584 2.5413 -0.204
H 0.9181 4.2216 0.1186 0.080
H -0.2236 2.7817 3.3128 0.138
C 3.2658 -2.8550 -0.8662 -0.133
H 1.9750 2.8317 -2.4910 0.049
C -0.6031 -1.8113 -2.5986 -0.206
C -2.3146 -0.2047 -3.1124 -0.154
O 0.6093 -1.2302 1.1300 0.009
H -2.6586 -2.0023 -1.9857 0.105
H -1.6775 1.5624 -4.1529 0.150
H 4.8776 -1.2531 1.1520 0.095
C 3.9418 3.3706 5.3692 0.004
C 0.6897 2.3187 3.7064 -0.016
H -5.0432 -2.3095 1.1700 0.092
H -0.2982 -2.7312 -2.1078 0.137
H -3.3737 -2.5036 3.0027 0.091
H 4.7466 2.7290 5.7339 0.101
C 3.2801 0.1023 -1.4124 -0.173
C -1.3096 0.6091 -0.0972 -0.442
C 3.8319 -0.9423 1.2869 -0.162
H 0.6865 0.8252 -4.3023 0.139
C 0.3348 -1.0320 -3.2716 -0.207
H -4.5803 -0.7341 0.4324 0.070
H 3.1226 1.0711 -0.9160 0.064
H 3.9067 0.6173 4.8862 0.152
H 0.5930 3.2429 -3.5563 0.066
H -3.4544 -4.4269 0.8236 0.092
H 3.3737 -1.5350 2.0885 0.067
H -4.6803 -2.1856 -0.6049 0.066
H -1.6124 -2.1016 2.9048 0.054
C -0.0520 0.1701 -3.8636 -0.186
C 3.0094 1.1469 4.5712 0.089
H -2.4619 2.8969 -2.0036 0.050
H -3.3409 0.1316 -3.0168 0.154
H 3.5693 3.9726 6.2089 0.120
C -1.3770 0.5964 -3.7619 -0.186
C 2.8588 2.5317 4.7481 -0.188
Os -0.6667 0.1552 -1.8386 1.173
H 1.3672 -1.3448 -3.2911 0.122
P -0.1279 2.6259 -1.3396 0.778
H 4.3226 0.0380 -1.7617 0.100
H 4.2372 -3.2076 -0.4741 0.098
C 1.0893 -0.9625 0.0487 -0.263
C -4.4199 -1.8269 0.4029 -0.202
H -1.7285 -4.2651 1.3700 0.072
P 2.9316 -1.2073 -0.2439 0.881
C -1.9262 -1.4055 -2.5314 -0.200
O -1.7068 0.9280 0.9748 0.035
C -2.4833 -3.9517 0.6313 -0.196
H -2.1231 -4.1966 -0.3807 0.055
H 1.5167 4.2071 4.3514 0.164
H -0.3500 3.2941 0.9751 0.040
H 4.3684 4.0729 4.6410 0.116
H 2.5984 0.0435 -2.2705 0.036
H 3.3118 -2.8793 -1.9669 0.086
H -2.0693 3.7395 -0.4670 0.067
C 1.9678 0.4265 3.9680 -0.041
C 0.4850 3.2221 0.2669 -0.231
N 0.8301 0.9967 3.5700 0.115
H 1.2509 2.5512 0.6741 0.035
C -1.7157 3.5128 -1.4839 -0.199
P -2.6504 -2.1414 0.7331 0.991

---

We find B to be the most stable, with the next structure 139.1 kcal/mol higher.